The following is a quantum chemistry calculation of C12H30InN2O8P as an isolated structure in a non-equilibrium geometry, from the OMol25 dataset.

Output
E   -1717.97717 Eh
F_max   0.0332 Eh/bohr
HOMO-LUMO gap   4.20 eV
Total charge   0
HOMO   -8.70 eV

Geometry (Å):
In: 2.348 0.057 0.914
P: 0.251 1.805 2.842
O: -0.401 0.839 1.881
O: -0.643 2.714 3.679
O: 1.159 2.610 1.864
O: 1.322 1.015 3.648
C: 4.737 1.911 -1.961
O: 3.488 1.738 -1.320
C: 2.739 2.948 -1.348
C: 1.305 2.770 -1.810
N: 0.629 1.873 -0.874
C: -0.813 1.786 -1.155
C: -1.585 3.040 -0.736
O: -1.741 3.913 -1.857
C: -2.276 5.151 -1.437
H: 4.610 2.069 -3.035
H: 5.339 1.024 -1.761
H: 5.304 2.745 -1.531
H: 3.233 3.731 -1.927
H: 2.688 3.345 -0.326
H: 1.278 2.371 -2.827
H: 0.834 3.759 -1.829
H: 0.690 2.347 0.031
H: -1.232 0.920 -0.646
H: -0.946 1.593 -2.222
H: -1.039 3.537 0.072
H: -2.586 2.783 -0.378
H: -1.491 5.812 -1.051
H: -2.997 5.064 -0.618
H: -2.759 5.627 -2.288
C: -3.851 -3.962 2.339
O: -2.470 -3.913 2.001
C: -1.805 -2.876 2.685
C: -0.318 -2.909 2.275
N: -0.064 -2.003 1.130
C: -0.730 -2.350 -0.104
C: -0.208 -3.630 -0.750
O: 1.128 -3.449 -1.140
C: 1.690 -4.535 -1.818
H: -4.329 -4.554 1.562
H: -4.299 -2.965 2.370
H: -3.992 -4.412 3.326
H: -1.866 -3.045 3.771
H: -2.200 -1.868 2.510
H: -0.109 -3.911 1.905
H: 0.314 -2.711 3.137
H: -0.356 -1.083 1.434
H: -0.538 -1.578 -0.858
H: -1.822 -2.355 0.001
H: -0.877 -3.768 -1.608
H: -0.335 -4.503 -0.105
H: 2.673 -4.252 -2.192
H: 1.155 -4.865 -2.718
H: 1.764 -5.400 -1.150

The following is a quantum chemistry calculation of a 2-piece molecular cluster, C12H30N2O8P2S overall in a non-equilibrium geometry, from the OMol25 dataset.

Output
E   -2267.37197 Eh
F_max   0.1515 Eh/bohr
HOMO-LUMO gap   7.43 eV
Total charge   0
SMILES   CN(C)C(=O)CCOC[C@@H](NP(=O)(O)O)P(C)C.CCOS(C)(=O)=O
HOMO   -7.29 eV

Geometry (Å):
C: 4.716 2.128 -1.131
N: 3.861 1.420 -2.161
C: 3.203 2.442 -3.061
C: 2.815 0.536 -1.454
O: 2.476 0.819 -0.192
C: 2.237 -0.728 -2.320
C: 0.999 -1.552 -1.559
O: -0.289 -0.867 -1.724
C: -0.679 -0.083 -0.546
C: -2.342 -0.090 -0.355
N: -2.879 1.188 0.249
P: -3.018 2.531 -0.902
O: -1.672 2.903 -1.670
O: -4.414 2.401 -1.994
O: -3.383 3.968 0.079
P: -3.284 -0.733 -1.885
C: -2.771 0.096 -3.515
C: -5.169 -0.828 -1.627
H: 5.152 1.389 -0.321
H: 5.641 2.626 -1.657
H: 4.124 3.003 -0.598
H: 3.936 2.732 -3.951
H: 2.895 3.395 -2.415
H: 2.223 1.964 -3.511
H: 1.944 -0.443 -3.440
H: 3.109 -1.534 -2.437
H: 0.908 -2.570 -2.178
H: 1.263 -1.874 -0.466
H: -0.217 -0.562 0.445
H: -0.246 1.030 -0.554
H: -2.518 -0.922 0.486
H: -3.872 0.964 0.535
H: -5.162 2.963 -1.629
H: -3.473 4.742 -0.582
H: -2.572 1.247 -3.470
H: -1.859 -0.477 -4.027
H: -3.683 -0.045 -4.273
H: -5.342 -1.250 -0.525
H: -5.755 0.173 -1.810
H: -5.578 -1.688 -2.346
C: 1.413 -0.107 3.159
C: 2.189 -0.821 4.251
O: 1.376 -1.762 4.935
S: 1.050 -3.186 4.211
C: 0.383 -4.012 5.634
O: 2.295 -3.825 3.846
O: -0.021 -2.987 3.258
H: 1.142 -0.796 2.354
H: 2.009 0.701 2.725
H: 0.482 0.310 3.556
H: 3.087 -1.302 3.849
H: 2.521 -0.086 4.991
H: 1.172 -4.127 6.379
H: 0.023 -4.993 5.316
H: -0.445 -3.423 6.030

The following is a quantum chemistry calculation of C12H30N4SSr as an isolated structure in a non-equilibrium geometry, from the OMol25 dataset.

Output
E   -1122.60207 Eh
F_max   0.0819 Eh/bohr
HOMO-LUMO gap   10.30 eV
Total charge   +2
HOMO   -15.73 eV

Geometry (Å):
Sr: 0.220 -0.377 -0.177
C: 2.786 -0.300 -0.407
C: 2.562 1.157 -0.991
N: 1.205 1.305 -1.650
C: 0.917 0.432 -2.870
C: 1.226 -1.132 -2.921
S: 0.446 -2.533 -1.833
C: 1.772 -2.935 -0.461
C: 1.964 -2.231 0.954
N: 2.305 -0.734 0.968
H: 2.130 -0.860 -1.039
H: 3.794 -0.649 -0.619
H: 2.663 1.922 -0.223
H: 3.342 1.308 -1.740
H: 1.082 2.268 -1.935
H: -0.140 0.564 -3.103
H: 1.492 0.824 -3.712
H: 0.868 -1.437 -3.903
H: 2.299 -1.311 -2.898
H: 1.512 -3.968 -0.236
H: 2.714 -2.935 -1.004
H: 1.069 -2.412 1.574
H: 2.784 -2.791 1.402
H: 3.032 -0.507 1.634
C: -2.962 -0.112 -1.386
N: -2.215 0.725 -0.430
C: -2.118 2.086 -0.982
C: -2.929 0.741 0.861
C: -2.052 1.264 1.981
N: -0.856 0.421 2.178
C: -1.198 -0.793 2.936
C: 0.140 1.187 2.949
H: -3.984 0.253 -1.537
H: -3.024 -1.140 -1.022
H: -2.467 -0.111 -2.359
H: -3.106 2.551 -1.068
H: -1.680 2.052 -1.980
H: -1.495 2.720 -0.353
H: -3.251 -0.279 1.082
H: -3.843 1.340 0.783
H: -2.630 1.325 2.910
H: -1.720 2.279 1.761
H: -1.672 -0.552 3.894
H: -0.293 -1.363 3.152
H: -1.886 -1.427 2.375
H: -0.276 1.545 3.897
H: 0.467 2.057 2.377
H: 1.003 0.563 3.174

The following is a quantum chemistry calculation of C12H30O10Si2 as an isolated structure, from the OMol25 dataset.

Output
E   -1806.64677 Eh
F_max   0.0175 Eh/bohr
HOMO-LUMO gap   10.38 eV
Total charge   0
HOMO   -9.78 eV

Geometry (Å):
O: -1.827 -2.819 -2.676
C: -2.987 -2.801 -1.852
C: -2.792 -3.561 -0.566
O: -2.160 -2.699 0.359
C: -1.394 -3.376 1.313
O: -0.871 -2.445 2.193
C: 0.213 -1.715 1.632
Si: 0.139 0.066 2.271
O: 1.015 1.006 1.202
Si: 0.215 2.108 0.220
H: -1.724 -3.726 -2.999
H: -3.860 -3.164 -2.381
H: -3.133 -1.776 -1.570
H: -2.215 -4.463 -0.739
H: -3.773 -3.832 -0.180
H: -0.576 -3.915 0.837
H: -1.995 -4.058 1.901
H: 1.151 -2.194 1.892
H: 0.164 -1.658 0.550
H: 0.717 0.099 3.627
H: -1.277 0.472 2.280
H: -1.188 1.691 0.079
H: 0.875 2.129 -1.098
H: 0.336 3.433 0.853
C: -4.004 7.955 0.582
C: -3.220 7.547 1.811
O: -2.208 6.580 1.495
C: -1.089 7.074 0.970
O: -0.847 8.236 0.773
O: -0.268 6.054 0.717
C: 0.972 6.429 0.113
H: -4.409 7.075 0.081
H: -4.828 8.611 0.860
H: -3.369 8.482 -0.128
H: -3.871 7.054 2.530
H: -2.769 8.408 2.301
H: 1.469 7.204 0.690
H: 0.807 6.771 -0.907
H: 1.589 5.535 0.100
C: 4.714 -2.915 -0.449
C: 3.823 -3.031 -1.667
O: 3.876 -4.353 -2.229
C: 3.136 -5.262 -1.601
O: 2.430 -5.064 -0.646
O: 3.313 -6.436 -2.208
C: 2.608 -7.525 -1.610
H: 5.731 -3.226 -0.687
H: 4.737 -1.886 -0.089
H: 4.354 -3.552 0.357
H: 4.165 -2.365 -2.457
H: 2.792 -2.769 -1.433
H: 1.551 -7.294 -1.504
H: 3.035 -7.763 -0.637
H: 2.730 -8.373 -2.277

Question: Which of these has the highest total charge?
Answer: C12H30N4SSr

Question: The highest E belongs to which entry?
Answer: C12H30N4SSr